Here is a molecular structure, C6H9N from the OMol25 dataset. Energies are from ωB97M-V/def2-TZVPD.

## Properties
- Highest occupied orbital energy: -0.3039 hartree
- Net charge: 0
- ΔE to the lowest compared entry with this formula, charge and spin: 4.0191 eV
- Frontier orbital gap: 9.42 eV
- Spin multiplicity: 1
- LUMO level: 1.152 eV

Cartesian coordinates (Å):
C -1.52 1.38 0.26
N -0.20 0.85 -0.07
C 0.10 -0.33 0.80
C -0.30 -1.34 -0.27
C 0.45 -0.39 -1.19
C 1.82 -0.27 -0.62
C 1.61 -0.21 0.70
H -1.44 1.74 1.31
H -1.77 2.26 -0.34
H -2.36 0.67 0.26
H -0.37 -0.35 1.79
H -1.37 -1.32 -0.50
H 0.04 -2.38 -0.17
H 0.36 -0.46 -2.28
H 2.72 -0.02 -1.17
H 2.24 0.17 1.48

Atom charges from the natural (NBO) analysis, given in e for atoms 1 to 4: atom 1 (C): -0.4346, atom 2 (N): -0.4254, atom 3 (C): -0.1344, atom 4 (C): -0.4124



Here is C6H9N in the gas phase from the OMol25 dataset. Energies are from ωB97M-V/def2-TZVPD.

## Properties
- Highest occupied orbital energy: -0.2871 hartree
- Net charge: 0
- ΔE to the lowest compared entry with this formula, charge and spin: 0.0665 eV
- Frontier orbital gap: 8.88 eV
- Spin multiplicity: 1
- LUMO level: 1.068 eV
- SMILES: Cc1cc[nH]c1C

Cartesian coordinates (Å):
C 0.88 1.67 -0.73
C -0.01 0.71 0.02
C -0.99 1.07 0.99
C -1.54 -0.08 1.48
N -0.94 -1.13 0.84
C 0.00 -0.66 -0.06
C 0.82 -1.59 -0.90
H 0.35 2.60 -0.95
H 1.21 1.25 -1.69
H 1.78 1.93 -0.15
H -1.24 2.08 1.30
H -2.31 -0.25 2.22
H -1.13 -2.10 1.01
H 1.56 -1.02 -1.47
H 0.19 -2.14 -1.62
H 1.36 -2.33 -0.30

Atom charges from the natural (NBO) analysis, given in e for atoms 1 to 4: atom 1 (C): -0.6263, atom 2 (C): -0.0922, atom 3 (C): -0.3041, atom 4 (C): -0.0718



Here is a molecular structure, C6H9N from the OMol25 dataset. Energies are from ωB97M-V/def2-TZVPD.

## Properties
- Highest occupied orbital energy: -0.3067 hartree
- Net charge: 0
- ΔE to the lowest compared entry with this formula, charge and spin: 3.3364 eV
- Frontier orbital gap: 9.52 eV
- Spin multiplicity: 1
- LUMO level: 1.178 eV

Cartesian coordinates (Å):
C 1.97 0.43 0.03
N 0.93 -0.50 -0.40
C 0.06 -1.11 0.60
C -1.13 -0.18 0.89
C -0.95 1.02 -0.02
C -0.31 0.02 -1.02
C -1.11 -1.12 -0.30
H 1.72 1.47 -0.18
H 2.91 0.20 -0.48
H 2.14 0.34 1.11
H 0.40 -1.86 1.31
H -1.73 -0.26 1.79
H -0.35 1.88 0.32
H -1.91 1.37 -0.40
H -0.28 0.22 -2.09
H -1.77 -1.91 -0.64

Atom charges from the natural (NBO) analysis, given in e for atoms 1 to 4: atom 1 (C): -0.4294, atom 2 (N): -0.4157, atom 3 (C): -0.0611, atom 4 (C): -0.2597



Here is C6H9N in the gas phase from the OMol25 dataset. Energies are from ωB97M-V/def2-TZVPD.

## Properties
- Highest occupied orbital energy: -0.2690 hartree
- Net charge: 0
- ΔE to the lowest compared entry with this formula, charge and spin: 3.3717 eV
- Frontier orbital gap: 7.55 eV
- Spin multiplicity: 1
- LUMO level: 0.229 eV
- SMILES: CC1(C)C=C=CN1

Cartesian coordinates (Å):
C 0.27 1.69 -0.14
C 0.10 0.17 -0.06
C 1.27 -0.49 0.71
C -0.01 -0.65 -1.33
C -1.03 -1.57 -1.37
C -1.72 -1.17 -0.16
N -1.17 -0.20 0.55
H 0.27 2.12 0.87
H 1.23 1.93 -0.60
H -0.52 2.17 -0.73
H 0.91 -1.39 1.22
H 1.72 0.19 1.44
H 2.06 -0.82 0.02
H 0.83 -0.59 -2.02
H -2.64 -1.62 0.23
H -1.56 0.23 1.38

Atom charges from the natural (NBO) analysis, given in e for atoms 1 to 4: atom 1 (C): -0.6033, atom 2 (C): 0.0145, atom 3 (C): -0.5913, atom 4 (C): -0.1660



Please write out number 4 again, unchanged.
Here is C6H9N in the gas phase from the OMol25 dataset. Energies are from ωB97M-V/def2-TZVPD.

## Properties
- Highest occupied orbital energy: -0.2690 hartree
- Net charge: 0
- ΔE to the lowest compared entry with this formula, charge and spin: 3.3717 eV
- Frontier orbital gap: 7.55 eV
- Spin multiplicity: 1
- LUMO level: 0.229 eV
- SMILES: CC1(C)C=C=CN1

Cartesian coordinates (Å):
C 0.27 1.69 -0.14
C 0.10 0.17 -0.06
C 1.27 -0.49 0.71
C -0.01 -0.65 -1.33
C -1.03 -1.57 -1.37
C -1.72 -1.17 -0.16
N -1.17 -0.20 0.55
H 0.27 2.12 0.87
H 1.23 1.93 -0.60
H -0.52 2.17 -0.73
H 0.91 -1.39 1.22
H 1.72 0.19 1.44
H 2.06 -0.82 0.02
H 0.83 -0.59 -2.02
H -2.64 -1.62 0.23
H -1.56 0.23 1.38

Atom charges from the natural (NBO) analysis, given in e for atoms 1 to 4: atom 1 (C): -0.6033, atom 2 (C): 0.0145, atom 3 (C): -0.5913, atom 4 (C): -0.1660



Copy entry 2 word for word.
Here is C6H9N in the gas phase from the OMol25 dataset. Energies are from ωB97M-V/def2-TZVPD.

## Properties
- Highest occupied orbital energy: -0.2871 hartree
- Net charge: 0
- ΔE to the lowest compared entry with this formula, charge and spin: 0.0665 eV
- Frontier orbital gap: 8.88 eV
- Spin multiplicity: 1
- LUMO level: 1.068 eV
- SMILES: Cc1cc[nH]c1C

Cartesian coordinates (Å):
C 0.88 1.67 -0.73
C -0.01 0.71 0.02
C -0.99 1.07 0.99
C -1.54 -0.08 1.48
N -0.94 -1.13 0.84
C 0.00 -0.66 -0.06
C 0.82 -1.59 -0.90
H 0.35 2.60 -0.95
H 1.21 1.25 -1.69
H 1.78 1.93 -0.15
H -1.24 2.08 1.30
H -2.31 -0.25 2.22
H -1.13 -2.10 1.01
H 1.56 -1.02 -1.47
H 0.19 -2.14 -1.62
H 1.36 -2.33 -0.30

Atom charges from the natural (NBO) analysis, given in e for atoms 1 to 4: atom 1 (C): -0.6263, atom 2 (C): -0.0922, atom 3 (C): -0.3041, atom 4 (C): -0.0718